[1]
Molecular formula: C3H10NO2
Method: DFT, ωB97M-V/def2-TZVPD

Geometry as XYZ:
```
16
C3H10NO2 | the Open Molecules 2025 dataset | ωB97M-V/def2-TZVPD
C 2.07 0.75 0.12
C 0.68 0.36 -0.39
C -2.17 0.21 -0.32
N 0.63 -1.10 -0.19
O -3.00 0.61 0.75
O -1.96 -1.08 -0.22
H 2.32 0.09 0.86
H 2.00 1.75 0.55
H 2.66 0.81 -0.70
H -0.16 0.92 0.19
H 0.79 0.73 -1.38
H 1.51 -1.45 -0.74
H -0.28 -1.33 -0.65
H 0.61 -1.41 0.75
H -3.11 1.55 0.93
H -2.60 -1.41 0.43
```

orbital gap: 10.22 eV
charge: +1
energy above the lowest of the compared OMol25 structures with the same formula, charge and spin: 367.5 kJ/mol
highest occupied orbital energy: -13.648 eV
molecular weight: 92.12 g mol⁻¹
LUMO energy: -3.431 eV
E_tot: -8848.5323 eV
F_max: 4.7 eV/A
multiplicity: 1

Here are the Löwdin charges for atoms 1 to 2, given in e: atom 1 (C): -0.0468, atom 2 (C): -0.2328


[2]
Molecular formula: C21H36AuBCl3N3Sb
Method: DFT, ωB97M-V/def2-TZVPD

Geometry as XYZ:
```
66
C21H36AuBCl3N3Sb | the Open Molecules 2025 dataset | ωB97M-V/def2-TZVPD
Au 2.24 0.24 0.05
Cl 6.16 -0.30 1.37
C 6.65 0.38 -0.19
Cl 7.94 -0.62 -0.90
Cl 7.21 2.04 0.02
C 5.49 0.37 -1.08
N 4.46 0.33 -1.59
C -4.42 1.27 0.11
C -3.25 0.75 -0.71
C -3.17 1.49 -2.05
Sb -1.22 0.79 0.16
C -1.34 -0.91 1.52
C -0.38 -0.72 2.69
C -2.74 -1.30 1.98
C -1.34 2.44 1.58
C -2.38 2.38 2.70
C -1.45 3.74 0.80
H -5.36 1.14 -0.45
H -4.32 2.33 0.31
H -4.53 0.75 1.06
H -3.41 -0.32 -0.92
H -2.99 2.56 -1.89
H -4.11 1.39 -2.61
H -2.36 1.11 -2.68
H -0.94 -1.72 0.90
H -0.74 0.05 3.38
H 0.61 -0.43 2.35
H -0.28 -1.65 3.25
H -3.20 -0.50 2.57
H -2.70 -2.19 2.61
H -3.40 -1.52 1.14
H -0.35 2.40 2.04
H -3.40 2.40 2.31
H -2.26 3.24 3.36
H -2.28 1.48 3.31
H -2.41 3.82 0.29
H -0.66 3.83 0.05
H -1.36 4.60 1.46
B 2.31 5.04 0.07
C 2.31 3.45 0.06
N 2.29 2.30 0.07
H 3.38 5.41 -0.38
H 1.39 5.40 -0.63
H 2.16 5.39 1.22
C -0.31 -2.08 -4.05
N -0.01 -2.69 -2.77
C -1.22 -2.77 -1.97
C 1.04 -1.94 -2.08
C 1.57 -2.60 -0.83
C 1.54 -3.98 -0.70
C 2.05 -4.61 0.42
C 2.61 -3.85 1.43
C 2.66 -2.46 1.29
C 2.15 -1.79 0.18
H -1.06 -2.67 -4.57
H 0.60 -2.04 -4.66
H -0.69 -1.05 -3.94
H -1.95 -3.41 -2.46
H -1.67 -1.77 -1.81
H -0.99 -3.19 -0.99
H 0.70 -0.92 -1.84
H 1.87 -1.83 -2.79
H 1.10 -4.57 -1.51
H 2.00 -5.69 0.51
H 3.02 -4.32 2.32
H 3.11 -1.89 2.10
```

orbital gap: 7.04 eV
charge: -1
highest occupied orbital energy: -4.800 eV
molecular weight: 766.44 g mol⁻¹
LUMO energy: 2.244 eV
E_tot: -75304.8004 eV
F_max: 0.8 eV/A
multiplicity: 1

Here are the Löwdin charges for atoms 1 to 2, given in e: atom 1 (Au): 0.7174, atom 2 (Cl): 0.6051


[3]
Molecular formula: C26H18BrCl3IrO8PSSi
Method: DFT, ωB97M-V/def2-TZVPD

Geometry as XYZ:
```
60
C26H18BrCl3IrO8PSSi | the Open Molecules 2025 dataset | ωB97M-V/def2-TZVPD
Ir -0.41 -2.62 -0.77
O 3.54 -1.07 -1.73
C 2.82 -0.15 -1.58
O 1.47 -0.27 -1.33
C 3.17 1.31 -1.67
C 4.43 1.81 -1.98
C 4.57 3.18 -2.04
C 3.49 4.03 -1.80
C 2.23 3.52 -1.49
C 2.09 2.14 -1.44
P 0.68 1.10 -1.07
C 0.11 1.41 0.56
C -1.18 1.01 0.90
C -1.63 1.24 2.19
C -0.80 1.84 3.13
C 0.49 2.23 2.78
C 0.96 2.02 1.50
C -0.61 1.15 -2.27
C -1.56 2.17 -2.20
C -2.58 2.20 -3.13
C -2.67 1.21 -4.10
C -1.73 0.19 -4.15
C -0.69 0.15 -3.24
H 5.25 1.13 -2.16
H 5.53 3.61 -2.28
H 3.62 5.10 -1.86
H 1.40 4.18 -1.30
H -1.83 0.50 0.18
H -2.62 0.91 2.47
H -1.15 1.99 4.14
H 1.14 2.68 3.52
H 1.97 2.30 1.24
H -1.52 2.90 -1.40
H -3.34 2.97 -3.07
H -3.50 1.21 -4.79
H -1.84 -0.62 -4.86
H -0.01 -0.69 -3.23
Cl -3.92 -4.14 -1.05
Si -2.11 -3.52 -1.85
Cl -3.10 -0.70 -1.24
Cl -2.52 -2.95 -3.84
Br 2.39 -0.99 3.61
C 0.57 -1.31 4.08
C 0.26 -1.08 5.42
C -1.03 -1.28 5.88
C -2.01 -1.72 5.01
C -1.69 -1.94 3.68
C -0.40 -1.74 3.19
C -0.21 -1.94 1.71
O -1.21 -2.43 1.06
O 0.85 -1.62 1.12
H 1.05 -0.75 6.09
H -1.25 -1.10 6.92
H -3.02 -1.89 5.35
H -2.44 -2.28 2.97
O 0.41 -4.87 -0.50
S 0.17 -4.97 -1.96
O 0.79 -6.07 -2.62
O 0.50 -3.60 -2.54
O -1.38 -5.09 -2.16
```

orbital gap (alpha / beta): 5.23 / 5.81 eV
charge: -1
energy above the lowest of the compared OMol25 structures with the same formula, charge and spin: 264.6 kJ/mol
highest occupied orbital energy (alpha / beta): -4.032 / -4.616 eV
molecular weight: 928.03 g mol⁻¹
LUMO energy (alpha / beta): 1.196 / 1.196 eV
E_tot: -182091.9746 eV
F_max: 1.6 eV/A
multiplicity: 2

Here are the Löwdin charges for atoms 1 to 2, given in e: atom 1 (Ir): 0.9463, atom 2 (O): 0.2150


[4]
Molecular formula: C6H8BrN2O3P
Method: DFT, ωB97M-V/def2-TZVPD

Geometry as XYZ:
```
21
C6H8BrN2O3P | the Open Molecules 2025 dataset | ωB97M-V/def2-TZVPD
C 3.12 1.36 -0.16
C 2.95 -0.78 0.55
C 0.67 2.26 -0.31
C 3.92 0.35 0.08
C 0.35 -1.23 -2.18
C -0.84 -0.47 2.01
N 2.19 2.11 0.08
N 1.59 -0.48 0.54
O 3.38 -1.90 0.72
O 0.21 0.05 -1.63
O -0.80 0.32 0.81
P 0.48 0.49 -0.06
Br 5.68 -0.09 -0.29
H 0.18 2.84 0.43
H 0.75 2.56 -1.44
H -0.42 -2.01 -1.89
H 1.28 -1.65 -1.87
H 0.31 -1.31 -3.26
H -0.29 -1.27 1.75
H -1.82 -0.67 2.12
H -0.40 0.08 2.74
```

orbital gap: 8.53 eV
charge: 0
energy above the lowest of the compared OMol25 structures with the same formula, charge and spin: 236.2 kJ/mol
highest occupied orbital energy: -8.385 eV
molecular weight: 267.02 g mol⁻¹
LUMO energy: 0.140 eV
E_tot: -94802.4935 eV
F_max: 5.5 eV/A
multiplicity: 1

Here are the Löwdin charges for atoms 1 to 2, given in e: atom 1 (C): -0.1842, atom 2 (C): -0.5672